[1]
23
Properties=species:S:1:pos:R:3 method="wB97M-V/def2-TZVPD" e_tot_ev=-13042.3139 largest_force_ev_per_a=4.7 e_above_lowest_kj_mol=302.8 homo_lumo_gap_ev=6.56 homo_energy_ev=-3.185 charge=-1
C 0.04750 1.34528 -1.04220
N 0.42948 0.56599 0.11248
C -0.20581 -0.68580 0.14544
C -0.73259 -0.91182 1.61374
O -1.49046 -2.06573 1.68422
C 0.70173 -2.02777 -0.34971
O 0.18843 -3.17702 0.32205
C 0.72757 1.49537 -2.47819
H -0.00168 2.41211 -0.67101
H -1.00737 1.10481 -1.32726
H 1.39298 0.52038 0.17088
H -0.99929 -0.68648 -0.52183
H 0.08012 -0.83540 2.41628
H -1.46852 -0.07463 1.81503
H -0.99693 -2.93949 1.03461
H 0.70719 -2.22358 -1.47502
H 1.73538 -1.81779 -0.11025
H 0.26450 2.16344 -3.25653
H 0.78379 0.74238 -3.16729
H 1.79389 1.68913 -2.34429
H -0.65136 1.00853 2.45340
H -0.46004 2.51831 2.15092
O -0.83852 1.87977 2.82452


[2]
35
Properties=species:S:1:pos:R:3 method="wB97M-V/def2-TZVPD" e_tot_ev=-29058.3465 largest_force_ev_per_a=14.1 e_above_lowest_kj_mol=1041.1 homo_lumo_gap_ev=8.27 homo_energy_ev=-9.278 charge=0
C 4.90169 3.34435 0.23702
C 4.92233 1.81105 -0.34679
C 3.75155 0.87113 0.22077
C 3.90068 0.71278 1.65797
C 3.01011 -0.38625 1.95645
C 1.52723 0.19422 1.96858
C 0.55991 -0.74433 2.51487
C -0.88076 -0.63484 2.44609
N -1.30725 -0.39294 1.11457
C -2.21943 -1.16763 0.39807
O -2.69953 -2.21759 1.14495
C -2.32034 -0.87645 -0.87528
N -1.77745 0.24779 -1.71874
S -2.36877 0.38335 -2.96982
N -3.24872 -0.98211 -3.10777
C -3.27277 -1.29960 -1.82478
H -3.90595 -2.20113 -1.78642
H -0.98638 0.55554 0.57701
H -1.17331 0.26644 3.06681
H -1.61567 -1.21939 2.97533
H 0.71985 -1.95022 1.94111
H 0.78606 -1.06844 3.75618
H 1.23904 0.27127 1.07189
H 1.29613 1.17413 2.67412
H 3.17496 -1.53349 1.67470
H 3.04608 -0.59188 3.21597
H 3.75154 1.74613 2.07932
H 4.88796 0.30283 2.11045
H 2.99430 1.58724 -0.03856
H 3.90135 0.08262 -0.32484
H 5.99282 1.31021 0.10253
H 5.12655 1.77740 -1.43323
H 3.98308 3.72586 -0.01263
H 5.82914 3.93071 -0.32573
H 5.12868 3.36576 1.26027


[3]
104
Properties=species:S:1:pos:R:3 method="wB97M-V/def2-TZVPD" e_tot_ev=-109095.9375 largest_force_ev_per_a=0.9 e_above_lowest_kj_mol=0.0 homo_lumo_gap_ev="4.42 / 4.41" homo_energy_ev="-4.299 / -4.296" charge=0
Y -0.28306 0.77599 0.69625
O -1.49590 3.60298 4.08738
C -0.88138 2.83093 3.19807
O -1.46442 2.18482 2.35515
C 0.62667 2.86355 3.30769
O 1.21034 1.73122 2.70516
C 1.33357 0.59230 3.60437
C -0.02929 -0.12689 3.65419
O -0.57626 -0.31772 4.72348
O -0.48224 -0.42997 2.48316
H -2.44961 3.56381 3.90571
H 0.96916 3.74915 2.76184
H 0.92305 2.96116 4.35544
H 3.29316 0.45408 2.84056
H 1.55996 0.96302 4.60760
O -1.73170 -0.62998 -0.60087
S -2.09566 -0.17160 -2.01468
C -0.67328 -0.56583 -3.06820
C -0.43908 -2.01795 -3.44870
C -0.04060 -2.93965 -2.29936
C 1.44476 -2.86021 -1.93734
S 1.79149 -2.33359 -0.26037
O 1.05116 -1.03125 -0.11908
C 0.90037 -3.58519 0.62717
C -0.36336 -3.34753 1.13815
C -0.97536 -4.34864 1.88128
C -0.33420 -5.55846 2.09139
C 0.93528 -5.78258 1.57123
C 1.56587 -4.78757 0.84378
C -3.28159 -1.36421 -2.57611
C -3.56322 -2.49728 -1.83225
C -4.52068 -3.38458 -2.30639
C -5.17651 -3.13305 -3.50171
C -4.89329 -1.98340 -4.22911
C -3.94928 -1.08422 -3.76154
H 0.15964 -0.11929 -2.51227
H -0.82265 0.05970 -3.95011
H 0.33717 -2.03208 -4.22061
H -1.33910 -2.40984 -3.92725
H -0.26954 -3.97011 -2.57583
H -0.65236 -2.71623 -1.42422
H 1.99295 -2.13790 -2.54734
H 1.95538 -3.82039 -2.03807
H -0.84505 -2.39653 0.98793
H -1.95084 -4.16740 2.30885
H -0.81756 -6.32923 2.67552
H 1.44072 -6.72074 1.75140
H 2.57374 -4.93434 0.47637
H -3.04763 -2.66531 -0.89688
H -4.75629 -4.27206 -1.73498
H -5.92392 -3.82599 -3.86197
H -5.42052 -1.77843 -5.14976
H -3.74809 -0.16845 -4.30207
S -5.92670 4.21740 -2.35167
C -7.43992 3.63933 -1.80077
C -7.28323 2.62943 -0.90183
C -5.92018 2.31490 -0.66476
C -5.05086 3.09711 -1.38037
C -3.58584 3.08451 -1.40883
C -2.87943 2.35173 -0.50075
N -1.52315 2.22688 -0.48209
C -0.79416 2.95245 -1.45341
C -1.48499 3.78586 -2.39919
C -0.66362 4.52950 -3.32599
C 0.68227 4.45303 -3.30241
C 1.38251 3.60871 -2.36271
C 2.74281 3.51450 -2.30668
C 3.35589 2.63582 -1.34343
C 2.53754 1.90990 -0.52732
N 1.17746 1.96141 -0.52711
C 0.56838 2.84187 -1.45881
C 4.81137 2.49356 -1.24644
C 5.56379 1.69052 -0.42723
C 6.96071 1.83427 -0.62825
C 7.26065 2.74239 -1.59677
S 5.84031 3.42472 -2.26411
C -2.84927 3.83794 -2.39200
H -8.35436 4.07011 -2.16715
H -8.10890 2.11928 -0.42924
H -5.60120 1.52823 0.00157
H -3.40175 1.79529 0.27179
H -1.15932 5.17010 -4.04538
H 1.27305 5.03428 -4.00013
H 3.34522 4.10121 -2.98865
H 2.96693 1.22422 0.19676
H 5.13819 1.01544 0.29979
H 7.70713 1.28561 -0.07449
H 8.22971 3.04657 -1.94934
H -3.36075 4.45738 -3.11770
C 4.24379 -1.94738 3.22178
C 3.02576 -1.36995 3.94758
C 2.00773 -2.48935 4.16679
C 3.46701 -0.81402 5.30198
C 2.47519 -0.24303 3.05142
H 4.65707 -2.79470 3.77039
H 5.03026 -1.19940 3.11292
H 3.97185 -2.29316 2.22202
H 2.47445 -3.30421 4.72329
H 1.65443 -2.89594 3.21874
H 1.14150 -2.15447 4.73329
H 4.02561 -1.56900 5.85638
H 2.61430 -0.52583 5.91609
H 4.11530 0.05589 5.18138
H 2.16848 -0.66796 2.08907


[4]
65
Properties=species:S:1:pos:R:3 method="wB97M-V/def2-TZVPD" e_tot_ev=-111171.8499 largest_force_ev_per_a=1.9 e_above_lowest_kj_mol=52.4 homo_lumo_gap_ev="4.84 / 4.83" homo_energy_ev="-3.034 / -3.030" charge=-1
Ir 0.15971 -0.33707 -0.08069
C -2.36061 1.20952 -3.14609
C -3.44937 0.35214 -3.23106
C -3.53340 -0.69069 -2.34223
C -2.53218 -0.89273 -1.37642
N -1.48464 -0.04513 -1.29642
C -1.41644 0.97330 -2.17954
N -2.73832 -1.98341 -0.55103
C -1.86551 -2.49077 0.23395
N -0.55950 -2.16021 0.42940
C -0.06714 -2.86250 1.48431
N 1.04681 -2.75205 2.09893
C 2.00213 -1.78308 1.85569
C 3.23441 -2.00303 2.49838
C 4.26807 -1.10862 2.35749
C 4.06076 0.02571 1.58250
C 2.83699 0.19534 0.98458
N 1.82018 -0.68152 1.10092
C -1.08854 -3.84417 1.91603
C -1.08741 -4.79224 2.91886
C -2.25852 -5.51848 3.11166
C -3.38687 -5.28196 2.33245
C -3.38007 -4.31201 1.33444
C -2.20772 -3.60953 1.14289
H -2.23264 2.04699 -3.81651
H -4.21738 0.49739 -3.98075
H -4.35351 -1.39367 -2.35242
H -0.55619 1.60566 -2.06162
H 3.32308 -2.90001 3.09455
H 5.21961 -1.28802 2.84420
H 4.82959 0.77226 1.43492
H 2.59996 1.07115 0.39130
H -0.20537 -4.95298 3.52583
H -2.29879 -6.27364 3.88771
H -4.28712 -5.85595 2.51484
H -4.25330 -4.10522 0.72785
Se 1.24038 -1.58801 -1.94885
C 2.10868 -0.27924 -3.00853
C 2.79002 -0.71526 -4.15258
C 3.44535 0.20340 -4.95224
N 3.47828 1.52031 -4.71895
C 2.81883 1.92881 -3.63194
C 2.13452 1.09058 -2.76380
H 2.80776 -1.76790 -4.41205
H 3.97601 -0.13934 -5.83742
H 2.83178 2.99808 -3.43431
H 1.61477 1.50708 -1.91048
C -1.23061 1.23711 2.64948
C -0.95653 2.57045 2.00801
C -1.44288 3.73037 2.58834
C -1.21590 4.99617 2.05162
C -0.46505 5.07995 0.88460
C 0.04886 3.95710 0.25774
C 0.85307 4.07907 -1.00276
C -0.17689 2.64699 0.80003
N 0.34635 1.56986 0.22727
H -1.83993 1.36756 3.54584
H -0.30202 0.72563 2.93508
H -1.75757 0.55669 1.97485
H -2.02418 3.63437 3.50204
H -1.60818 5.88625 2.53158
H -0.26312 6.05209 0.43849
H 1.10716 5.12300 -1.20454
H 0.31583 3.69275 -1.87989
H 1.78448 3.50529 -0.92554